[1]
Computed, not measured: C6H17AgClNO3 as an isolated structure at a distorted geometry, with ωB97M-V/def2-TZVPD.

The calculation puts the energy above the lowest of the compared OMol25 structures with the same formula, charge and spin at 0.0 kJ/mol. As for the LUMO energy (spin up / spin down): -0.143 / -0.314 hartree. As for the orbital gap (spin up / spin down): 8.72 / 4.04 eV. The value obtained for the largest force on an atom is 2.52 eV/A.

The geometry in ORCA input format:
```
! RIJCOSX wB97M-V def2-TZVPD def2/J DEFGRID3
* xyz 1 2
Ag 1.620 -0.206 1.826
Cl 1.594 -1.604 -0.260
C -1.937 -0.092 -0.289
C -1.685 0.833 0.873
C -2.929 1.278 1.601
O -2.547 2.307 2.474
C -3.640 3.084 2.944
N -0.740 0.224 1.849
H -2.479 -0.985 0.036
H -0.980 -0.404 -0.704
H -2.521 0.403 -1.062
H -1.202 1.761 0.555
H -3.387 0.429 2.131
H -3.656 1.655 0.868
H -3.258 3.965 3.454
H -4.252 2.520 3.657
H -4.276 3.423 2.119
H -0.793 0.806 2.688
H -1.126 -0.673 2.146
C 4.431 -2.307 -2.309
C 3.921 -1.364 -3.471
O 2.982 -0.468 -2.950
O 3.626 -3.420 -2.166
H 4.368 -1.727 -1.377
H 5.469 -2.622 -2.418
H 3.461 -1.960 -4.265
H 4.760 -0.773 -3.833
H 2.353 -0.982 -2.401
H 2.822 -3.102 -1.714
*
```

***

[2]
Computed, not measured: C24H33BrClN5OTeY as an isolated structure at a distorted geometry, with ωB97M-V/def2-TZVPD.

The calculation puts the energy above the lowest of the compared OMol25 structures with the same formula, charge and spin at 95.1 kJ/mol. As for the LUMO energy: -0.110 hartree. As for the orbital gap: 6.69 eV. The value obtained for the largest force on an atom is 2.01 eV/A.

The geometry in ORCA input format:
```
! RIJCOSX wB97M-V def2-TZVPD def2/J DEFGRID3
* xyz 1 1
Y -1.182 0.682 1.252
C -0.452 3.122 3.671
N 0.307 2.207 2.809
C 1.173 3.012 1.933
C 1.174 1.334 3.622
C 0.427 0.187 4.302
N -0.226 -0.720 3.343
C 0.779 -1.590 2.710
C -1.143 -1.594 4.092
H 0.217 3.788 4.230
H -1.059 2.565 4.383
H -1.116 3.737 3.059
H 1.917 3.573 2.513
H 0.572 3.725 1.366
H 1.691 2.360 1.229
H 1.691 1.926 4.392
H 1.932 0.915 2.956
H -0.341 0.582 4.974
H 1.148 -0.367 4.922
H 1.350 -2.148 3.463
H 1.470 -1.007 2.103
H 0.275 -2.304 2.059
H -0.598 -2.187 4.837
H -1.633 -2.285 3.408
H -1.904 -1.006 4.606
Br 3.535 -7.061 -2.500
C 3.027 -5.464 -3.397
C 1.782 -4.907 -3.140
C 1.429 -3.727 -3.758
C 2.306 -3.114 -4.663
C 3.532 -3.721 -4.951
C 3.904 -4.879 -4.301
N 1.932 -1.999 -5.392
N 1.317 -1.043 -4.933
C 1.155 -0.765 -3.593
C 2.216 -0.786 -2.696
C 2.059 -0.394 -1.377
C 0.819 0.004 -0.876
O 0.653 0.353 0.374
C -0.294 0.026 -1.786
N -1.504 0.387 -1.284
C -2.543 0.397 -2.098
C -2.466 0.065 -3.454
C -1.252 -0.299 -3.981
C -0.120 -0.324 -3.149
H 1.097 -5.394 -2.462
H 0.455 -3.297 -3.575
H 4.194 -3.247 -5.658
H 4.863 -5.333 -4.498
H 3.192 -1.087 -3.048
H 2.905 -0.414 -0.704
H -3.497 0.687 -1.668
H -3.350 0.089 -4.071
H -1.144 -0.561 -5.023
Cl -2.234 -1.925 0.703
C -3.107 -0.487 1.451
H -3.504 -0.883 2.389
H -3.967 -0.355 0.786
C -1.370 5.343 0.006
Te -2.163 3.338 -0.257
C -3.929 3.761 0.919
H -1.276 5.604 1.054
H -2.035 6.047 -0.482
H -0.399 5.388 -0.476
H -4.534 4.503 0.408
H -3.657 4.132 1.902
H -4.496 2.842 1.023
*
```

***

[3]
Computed, not measured: C4H9NS as an isolated structure at a distorted geometry, with ωB97M-V/def2-TZVPD.

The calculation puts the energy above the lowest of the compared OMol25 structures with the same formula, charge and spin at 294.2 kJ/mol. As for the LUMO energy: 0.031 hartree. As for the orbital gap: 9.46 eV. The value obtained for the largest force on an atom is 5.63 eV/A.

The geometry in ORCA input format:
```
! RIJCOSX wB97M-V def2-TZVPD def2/J DEFGRID3
* xyz 0 1
C -0.909 0.731 -0.950
C 1.332 0.279 -0.146
C -0.318 -1.652 0.587
C -0.155 0.330 0.250
N -0.324 1.304 -1.909
S -0.709 1.038 1.719
H -2.003 0.621 -0.940
H 1.335 -0.309 -1.017
H 1.910 -0.203 0.692
H 1.686 1.265 -0.355
H 0.485 -1.618 1.211
H -0.352 -2.318 -0.236
H -1.101 -1.724 1.226
H -1.043 1.760 -2.538
H 0.165 0.495 2.407
*
```

***

[4]
Computed, not measured: a 11-piece molecular cluster, C19H55NO10S5 overall at a distorted geometry, with ωB97M-V/def2-TZVPD.

The calculation puts the energy above the lowest of the compared OMol25 structures with the same formula, charge and spin at 214.2 kJ/mol. As for the LUMO energy: 0.003 hartree. As for the orbital gap: 8.14 eV. The value obtained for the largest force on an atom is 3.39 eV/A.

The geometry in ORCA input format:
```
! RIJCOSX wB97M-V def2-TZVPD def2/J DEFGRID3
* xyz 0 1
C 0.461 -4.990 -0.167
O -0.261 -5.955 -0.935
H 0.880 -5.330 0.781
H 1.131 -4.511 -0.880
H -0.285 -4.282 0.193
H 0.001 -6.861 -0.756
C 0.796 -0.268 0.016
O 0.556 -1.717 -0.064
H 1.510 -0.005 0.796
H 1.213 0.004 -0.953
H -0.236 0.046 0.170
H -0.255 -1.953 -0.519
C -2.089 -3.164 -1.704
O -1.892 -2.031 -0.937
H -2.826 -3.820 -1.240
H -2.534 -2.775 -2.620
H -1.223 -3.760 -1.989
H -2.732 -1.764 -0.557
C 0.675 -3.097 3.535
O 1.488 -3.205 2.406
H 1.251 -3.573 4.328
H 0.730 -2.047 3.820
H -0.360 -3.374 3.331
H 1.242 -2.658 1.656
C 1.999 -2.129 -3.268
O 2.872 -2.080 -4.342
H 1.921 -1.108 -2.896
H 1.052 -2.552 -3.601
H 2.399 -2.732 -2.453
H 3.339 -1.257 -4.179
N 0.630 3.864 -1.286
C 1.961 4.012 -0.938
C 2.125 3.639 0.385
C 0.909 3.130 0.787
C 0.040 3.350 -0.234
H 0.142 4.022 -2.156
H 2.683 4.422 -1.628
H 3.035 3.595 0.965
H 0.641 2.671 1.727
H -1.013 3.150 -0.364
C -2.877 -1.909 2.182
S -4.578 -1.521 1.492
O -4.713 -1.756 -0.038
C -5.737 -2.816 2.320
H -2.964 -1.772 3.260
H -2.109 -1.159 1.988
H -2.593 -2.956 2.073
H -6.660 -2.943 1.754
H -5.897 -2.761 3.397
H -5.224 -3.778 2.302
C 4.484 0.542 -1.729
S 5.315 0.772 -3.439
O 4.809 -0.393 -4.208
C 4.532 2.319 -4.094
H 4.667 1.318 -0.985
H 4.830 -0.359 -1.222
H 3.407 0.431 -1.854
H 5.009 3.070 -3.464
H 3.454 2.226 -3.967
H 4.874 2.416 -5.124
C -4.108 3.535 0.144
S -3.454 2.371 1.413
O -2.370 1.544 0.817
C -2.649 3.609 2.518
H -4.448 2.947 -0.709
H -3.222 4.056 -0.221
H -4.950 4.065 0.588
H -1.910 4.156 1.933
H -2.260 2.881 3.230
H -3.261 4.320 3.073
C 2.641 0.898 6.054
S 4.069 1.335 5.039
O 4.953 0.098 4.944
C 3.248 1.469 3.374
H 1.959 1.749 6.035
H 2.849 0.594 7.079
H 2.097 0.025 5.693
H 2.551 0.640 3.254
H 3.916 1.368 2.519
H 2.598 2.344 3.372
C -1.150 0.690 -2.995
S -2.357 2.057 -2.630
O -1.589 3.339 -2.898
C -3.477 1.763 -4.054
H -1.609 -0.269 -2.755
H -0.172 0.856 -2.543
H -0.855 0.759 -4.042
H -3.781 0.718 -3.986
H -2.963 1.728 -5.014
H -4.301 2.474 -4.108
*
```